No. 1
Here is 2 unconnected molecules or ions with the total composition C4H14N2O at a distorted geometry from OMol25. Energies are from ωB97M-V with the def2-TZVPD basis set.

Relative energy (zero: lowest compared OMol25 entry of this formula, charge and spin) = 99.0 kJ/mol
DFT total energy = -345.538465 Ha
Max |F| = 1.6 eV Å⁻¹
Structure (SMILES) = NCCCCN.O

XYZ file:
```
21
Properties=species:S:1:pos:R:3:forces:R:3:mulliken_charge:R:1
N 0.95375 1.48191 0.36410 -0.05 0.25 -0.14 -0.567
C 0.52041 0.53867 1.41319 0.49 0.15 -1.15 -0.664
C 0.84515 -0.89841 1.03147 -0.41 -0.02 0.65 -0.883
C 0.37771 -1.31119 -0.36617 -0.14 0.54 0.92 -0.413
C -1.05018 -0.88720 -0.67903 -0.72 -1.07 -0.88 -0.610
N -1.98504 -1.50030 0.27986 0.15 0.24 0.13 -0.618
H 0.95322 2.44030 0.69105 0.06 -0.06 0.09 0.216
H 1.87116 1.28639 -0.01519 0.19 -0.16 0.35 0.242
H -0.55964 0.63534 1.45397 -0.20 0.13 0.36 0.270
H 0.97115 0.76815 2.37302 -0.10 0.05 0.33 0.339
H 0.32025 -1.49996 1.77192 -0.15 -0.24 0.06 0.386
H 1.89227 -1.13128 1.23222 0.18 0.13 -0.39 0.361
H 0.29833 -2.39755 -0.36673 0.54 -0.09 -0.31 0.339
H 1.09286 -0.92498 -1.08757 -0.14 -0.21 -0.39 0.305
H -1.28399 0.14925 -0.90961 0.58 0.47 0.46 0.367
H -1.27581 -1.39626 -1.62073 -0.01 0.05 -0.14 0.414
H -1.96607 -1.00575 1.16391 -0.04 -0.02 0.04 0.207
H -2.92945 -1.41696 -0.07235 -0.06 -0.04 0.03 0.237
O 0.59111 2.46182 -2.47437 0.30 0.07 0.00 -0.675
H 0.71943 2.15155 -1.56221 -0.39 -0.13 -0.10 0.431
H -0.35662 2.45649 -2.62078 -0.08 -0.04 0.08 0.318
```
Positions in Å, forces in eV/Å.

No. 2
Here is 2 unconnected molecules or ions with the total composition C4H14N2O at a distorted geometry from OMol25. Energies are from ωB97M-V with the def2-TZVPD basis set.

Relative energy (zero: lowest compared OMol25 entry of this formula, charge and spin) = 318.5 kJ/mol
DFT total energy = -345.454859 Ha
Max |F| = 3.8 eV Å⁻¹
Structure (SMILES) = CCNCCN.O

XYZ file:
```
21
Properties=species:S:1:pos:R:3:forces:R:3:mulliken_charge:R:1
C 2.75065 0.72620 -0.71240 1.53 1.43 0.76 -1.040
C 1.35829 1.11182 -0.35611 -3.59 1.28 -0.20 -0.169
N 0.74885 0.50358 0.91569 0.28 -0.52 -0.94 -0.410
C -0.71033 0.64451 1.15032 -0.99 1.37 -1.55 -0.619
C -1.45396 -0.71144 1.26302 3.51 -0.50 0.08 -0.729
N -1.48662 -1.49933 0.00768 2.40 0.01 1.92 -0.649
H 3.38992 1.50243 -0.08780 -0.56 -1.59 -1.98 0.232
H 3.14713 -0.24168 -0.43850 -0.47 -0.48 0.37 0.348
H 2.79107 0.73448 -1.83028 0.63 0.67 0.97 0.290
H 1.32339 2.25229 -0.37872 0.07 -1.29 0.96 0.317
H 0.63059 0.98037 -1.20826 0.62 -0.65 0.51 0.150
H 0.79712 -0.50092 0.73248 0.81 0.24 0.21 0.232
H -0.97687 1.12637 2.06836 0.59 0.42 1.02 0.363
H -1.14534 1.40974 0.41111 0.29 -1.53 0.41 0.280
H -2.47438 -0.60614 1.55589 -0.48 0.29 0.66 0.499
H -0.77565 -1.32209 2.03349 -1.84 1.26 -0.92 0.282
H -0.54472 -1.95247 -0.13329 -1.67 0.07 0.33 0.250
H -2.17754 -2.15126 0.25455 -0.65 -1.82 -0.42 0.273
O -1.75396 -0.35708 -2.09851 0.74 -0.59 0.30 -0.708
H -2.33556 -1.08072 -1.79097 -0.05 0.84 -0.80 0.348
H -1.10208 -0.56866 -1.35776 -1.18 1.07 -1.70 0.459
```
Positions in Å, forces in eV/Å.

No. 3
Here is 2 unconnected molecules or ions with the total composition C4H14N2O at a distorted geometry from OMol25. Energies are from ωB97M-V with the def2-TZVPD basis set.

Relative energy (zero: lowest compared OMol25 entry of this formula, charge and spin) = 568.5 kJ/mol
DFT total energy = -345.359640 Ha
Max |F| = 2.0 eV Å⁻¹

XYZ file:
```
21
Properties=species:S:1:pos:R:3:forces:R:3:mulliken_charge:R:1
C -0.17695 2.39045 -1.71016 0.91 -0.25 0.07 -0.539
O -0.60273 3.39251 -0.96629 0.05 0.04 -0.02 -0.834
C -0.10900 1.04567 -0.91858 -0.37 -0.15 -1.45 -0.374
N 0.06549 -0.17000 -1.78260 -0.58 0.30 0.11 -0.609
H -0.72454 2.18370 -2.67409 -0.49 -0.20 0.21 0.160
H 0.88088 2.44608 -2.14268 0.08 0.36 0.21 0.154
H 0.71869 1.04745 -0.21238 -0.11 0.50 0.21 0.173
H -1.09620 0.99778 -0.44660 0.21 -0.15 0.37 0.353
H 0.73446 0.06779 -2.51274 0.24 0.07 0.18 0.274
H -0.80407 -0.18679 -2.31222 0.04 -0.31 -0.05 0.276
C 0.11610 -0.73492 1.24444 0.68 0.33 1.85 -1.070
N 0.12243 -1.92157 2.20192 -0.35 0.28 0.22 -0.173
C 0.47128 -3.24774 1.61709 -0.40 -0.10 0.66 -0.812
H 0.11455 0.13263 1.91567 -0.39 -0.03 -0.29 0.403
H 1.08968 -0.69408 0.77416 -0.35 -0.38 -0.73 0.428
H -0.78765 -0.76468 0.65925 0.32 -0.14 -0.54 0.409
H -0.80082 -1.93030 2.63743 -0.05 -0.32 -0.15 0.369
H 0.74111 -1.72034 2.98714 0.23 0.00 -0.19 0.387
H -0.25720 -3.50254 0.85085 0.31 0.19 -0.22 0.337
H 0.38904 -3.98342 2.41838 0.09 -0.01 -0.08 0.366
H 1.49942 -3.19790 1.27967 -0.08 -0.03 -0.36 0.324
```
Positions in Å, forces in eV/Å.

No. 4
Here is 2 unconnected molecules or ions with the total composition C4H14N2O at a distorted geometry from OMol25. Energies are from ωB97M-V with the def2-TZVPD basis set.

Relative energy (zero: lowest compared OMol25 entry of this formula, charge and spin) = 278.3 kJ/mol
DFT total energy = -345.470178 Ha
Max |F| = 4.8 eV Å⁻¹
Structure (SMILES) = CNCCCN.O

XYZ file:
```
21
Properties=species:S:1:pos:R:3:forces:R:3:mulliken_charge:R:1
C 2.68192 0.37206 -1.72101 1.03 -4.60 -0.49 -0.887
N 1.74192 -0.16022 -0.71189 -0.32 1.50 -0.80 -0.377
C 1.50999 0.86322 0.40605 -1.96 -4.32 -0.55 -0.662
C 0.17666 1.61388 0.15581 1.43 1.22 2.08 -0.340
C -1.17594 0.90558 0.34661 -0.19 -0.64 -1.05 -0.639
N -1.07507 -0.52986 0.46888 -0.47 -0.63 3.00 -0.510
H 2.53858 1.27305 -2.17944 -0.76 3.15 -0.36 0.353
H 2.64141 -0.28899 -2.71818 0.45 0.69 2.41 0.263
H 3.68222 0.31289 -1.21284 -0.66 0.15 -1.03 0.301
H 0.82124 -0.32262 -1.17230 1.15 0.33 0.49 0.154
H 2.40394 1.41110 0.65137 0.09 0.66 -0.46 0.441
H 1.39906 0.11781 1.26809 -0.14 1.47 -0.53 0.203
H 0.23051 2.24609 1.06609 -0.24 0.81 -0.91 0.248
H 0.22670 2.19409 -0.75685 0.09 0.28 -0.08 0.308
H -1.60052 1.36871 1.27311 -0.21 -0.87 -0.92 0.312
H -1.89130 0.95275 -0.50250 0.52 1.24 0.41 0.305
H -0.64059 -1.05608 -0.27303 0.23 0.23 0.26 0.260
H -0.68403 -0.69157 1.41665 0.09 -0.69 -1.37 0.291
O -3.33415 -2.63267 0.95519 2.32 -1.66 0.13 -0.674
H -3.85904 -1.87678 1.01440 -1.37 1.92 0.10 0.303
H -2.41863 -2.27694 1.06024 -1.08 -0.23 -0.32 0.346
```
Positions in Å, forces in eV/Å.

No. 5
Here is 2 unconnected molecules or ions with the total composition C4H14N2O at a distorted geometry from OMol25. Energies are from ωB97M-V with the def2-TZVPD basis set.

Relative energy (zero: lowest compared OMol25 entry of this formula, charge and spin) = 232.7 kJ/mol
DFT total energy = -345.487541 Ha
Max |F| = 4.4 eV Å⁻¹
Structure (SMILES) = CC[C@H](N)CN.O

XYZ file:
```
21
Properties=species:S:1:pos:R:3:forces:R:3:mulliken_charge:R:1
C -1.72381 1.00518 -0.61264 -0.99 0.64 1.16 -1.055
C -0.63256 1.26622 0.46803 -0.21 -1.59 0.04 -0.539
C 0.42042 0.11532 0.18398 -1.42 2.04 -1.34 0.110
N 1.24101 0.12068 1.36705 0.03 -1.82 0.27 -0.630
C 1.02698 0.46554 -1.24490 -0.72 -2.44 0.86 -0.567
N 1.89221 -0.54110 -1.86022 2.76 1.18 3.15 -0.582
H -1.22131 1.12285 -1.54441 -0.17 0.21 -0.70 0.386
H -2.10549 -0.06432 -0.60702 0.17 1.38 0.26 0.197
H -2.52723 1.77734 -0.63950 0.18 -0.85 0.29 0.350
H -0.84652 1.06395 1.56371 -0.57 0.42 -1.42 0.285
H -0.21544 2.30165 0.42625 -0.12 -0.81 -0.24 0.299
H -0.23669 -0.79798 0.07390 1.22 0.65 0.39 0.223
H 1.28888 -0.85149 1.65677 0.20 0.11 0.41 0.265
H 2.18007 0.37026 1.18452 1.13 0.43 -0.36 0.233
H 0.15190 0.41674 -1.87559 0.14 0.57 -0.15 0.211
H 1.42682 1.44962 -1.18740 0.50 0.92 -0.21 0.396
H 1.64026 -0.80813 -2.73787 -1.19 -0.70 -2.78 0.194
H 2.87846 -0.23591 -1.94289 -0.93 -0.33 0.35 0.225
O -1.79321 -1.92526 1.69855 1.49 -3.34 0.36 -0.593
H -1.98899 -2.87145 1.43398 1.26 0.91 0.91 0.311
H -2.55768 -1.64161 1.29252 -2.78 2.40 -1.23 0.279
```
Positions in Å, forces in eV/Å.

No. 6
Here is 2 unconnected molecules or ions with the total composition C4H14N2O at a distorted geometry from OMol25. Energies are from ωB97M-V with the def2-TZVPD basis set.

Relative energy (zero: lowest compared OMol25 entry of this formula, charge and spin) = 241.4 kJ/mol
DFT total energy = -345.484227 Ha
Max |F| = 3.7 eV Å⁻¹
Structure (SMILES) = CN[C@@H](C)CN.O

XYZ file:
```
21
Properties=species:S:1:pos:R:3:forces:R:3:mulliken_charge:R:1
C 1.34783 1.73735 -0.96434 0.11 0.64 1.70 -0.883
N 0.75379 0.96439 0.14047 0.44 0.23 -0.37 -0.362
C -0.12899 -0.07033 -0.26913 -1.74 -3.27 -0.39 0.303
C -1.58453 0.32108 -0.70968 2.20 0.39 -2.05 -1.171
C 0.43358 -1.10958 -1.25252 1.94 0.74 -0.18 -0.751
N -0.05455 -2.47717 -1.07765 -0.55 -0.13 -0.46 -0.635
H 0.66534 2.45247 -1.45475 -0.06 -0.83 -0.65 0.283
H 2.07075 2.43370 -0.52043 0.17 -0.34 0.00 0.318
H 1.91114 1.00472 -1.53882 -0.29 0.49 -0.67 0.327
H 0.27565 1.52849 0.82660 0.15 0.33 -0.02 0.277
H -0.23224 -0.83672 0.52073 -0.14 1.01 0.85 0.191
H -2.30259 -0.16019 -0.06326 -0.64 1.09 0.19 0.330
H -1.77487 0.03457 -1.76258 0.00 -0.97 0.49 0.274
H -1.44387 1.37736 -1.01260 -1.28 0.24 1.57 0.353
H 0.37804 -0.75465 -2.28442 -0.37 -0.14 -0.17 0.397
H 1.51630 -1.15667 -1.04910 -0.09 0.09 -0.02 0.282
H -0.25847 -2.88992 -1.98375 0.05 0.01 0.26 0.243
H -0.89262 -2.59369 -0.51563 0.10 0.41 -0.08 0.224
O -0.29008 0.40496 5.21540 -0.33 0.12 -0.87 -0.632
H -0.49275 0.21070 4.28624 -0.08 0.44 0.25 0.315
H 0.10314 -0.42087 5.46922 0.42 -0.57 0.62 0.317
```
Positions in Å, forces in eV/Å.

No. 7
Here is a molecular structure, C4H14N2O at a distorted geometry from OMol25. Energies are from ωB97M-V with the def2-TZVPD basis set.

Relative energy (zero: lowest compared OMol25 entry of this formula, charge and spin) = 399.7 kJ/mol
DFT total energy = -345.423964 Ha
Max |F| = 4.6 eV Å⁻¹

XYZ file:
```
21
Properties=species:S:1:pos:R:3:forces:R:3:mulliken_charge:R:1
N 1.28064 1.53426 -0.17910 -1.07 0.38 -3.10 -0.689
C 0.05497 1.28566 -1.42776 -3.56 2.40 1.61 -0.441
C -1.12314 0.63028 -0.67171 0.40 -0.46 -0.48 -0.722
N -0.86095 -0.80156 -0.55236 1.24 0.18 0.60 -0.316
C -0.13939 -1.28010 0.65552 0.23 0.85 -0.63 -0.363
C 0.43984 -2.63709 0.29039 -1.01 -0.37 -0.07 -1.190
H 1.17400 0.77101 -0.85467 2.84 -2.76 0.87 0.074
H 1.85720 2.14708 -0.76232 0.30 0.17 0.54 0.225
H -0.18846 2.31693 -1.64105 -0.11 0.09 -0.41 0.400
H 0.17042 0.71028 -2.34357 1.27 -0.14 0.11 0.367
H -2.04455 0.70491 -1.25640 0.14 0.37 -0.09 0.432
H -1.23704 1.17729 0.26626 -0.24 -0.28 0.15 0.294
H -1.64746 -1.40257 -0.66339 -0.79 0.06 -0.24 0.234
H -0.81241 -1.18112 1.50395 0.00 -0.73 0.40 0.354
H 0.66196 -0.58451 0.89471 0.05 0.03 -0.14 0.361
H 0.88081 -3.23309 1.08638 0.15 0.31 0.17 0.373
H -0.38211 -3.23828 -0.11563 0.04 -0.16 0.07 0.294
H 1.12273 -2.51983 -0.54556 0.30 0.07 0.10 0.283
H 0.09991 2.32634 2.73900 -0.01 -0.25 -0.08 0.291
H 0.56993 1.75807 1.36407 -0.15 -0.32 0.43 0.388
O 0.12309 1.51604 2.21322 -0.02 0.56 0.20 -0.649
```
Positions in Å, forces in eV/Å.

No. 8
Here is 2 unconnected molecules or ions with the total composition C4H14N2O at a distorted geometry from OMol25. Energies are from ωB97M-V with the def2-TZVPD basis set.

Relative energy (zero: lowest compared OMol25 entry of this formula, charge and spin) = 20.9 kJ/mol
Net charge = +2
DFT total energy = -344.941970 Ha
Max |F| = 1.2 eV Å⁻¹

XYZ file:
```
21
Properties=species:S:1:pos:R:3:forces:R:3:mulliken_charge:R:1
C 0.73098 1.12792 1.48244 0.24 -0.36 0.04 -0.677
C 1.38772 0.54682 0.23152 0.32 -0.02 -0.17 -0.681
C 0.86346 -0.80186 -0.22592 0.09 0.73 -0.19 -0.260
C 0.85913 -1.15538 -1.50215 -0.14 0.17 0.58 -0.252
N 0.40931 -2.48831 -1.93120 -0.44 -0.88 -0.64 -0.301
N -0.51401 1.88582 1.15639 0.06 0.96 -0.67 -0.253
H 0.48971 0.32828 2.17012 -0.21 -0.06 0.26 0.390
H 1.37284 1.83583 2.00954 0.09 -0.16 -0.18 0.389
H 1.41796 1.28298 -0.57122 -0.21 0.01 -0.20 0.401
H 2.44847 0.39654 0.44270 0.04 -0.03 0.32 0.389
H 0.56020 -1.44692 0.58633 -0.12 -0.43 -0.09 0.293
H 1.15239 -0.49609 -2.30512 0.05 -0.16 -0.15 0.386
H -0.19776 -2.45588 -2.76810 0.19 0.26 0.24 0.396
H 1.15270 -3.15372 -2.18964 0.29 0.39 0.07 0.377
H -0.14168 -2.99060 -1.22997 -0.01 0.23 0.27 0.378
H -0.98092 2.29037 1.97338 0.01 -0.31 0.08 0.366
H -0.23272 2.70003 0.60119 -0.06 0.08 0.01 0.385
H -1.21745 1.40555 0.56718 -0.23 -0.39 0.31 0.298
H -3.64242 0.32365 -0.13474 0.61 0.24 0.01 0.330
H -3.10398 0.37807 1.27844 0.00 -0.05 -0.17 0.331
O -2.81395 0.48689 0.35884 -0.57 -0.21 0.26 -0.687
```
Positions in Å, forces in eV/Å.